(1)
Molecular formula: C23H20Cl2N5O4S4Ti
Method: DFT, wB97M-V/def2-TZVPD

Calculated values
Energy relative to the best compared isomer or geometry (same formula, charge and spin), kcal/mol: 28.4
Total energy, hartree: -4825.6596
Largest force on an atom, eV/A: 0.32
Orbital gap, eV: 6.70
HOMO, hartree: -0.394
Charge: +1

```
59
Properties=species:S:1:pos:R:3:forces:R:3
Ti -1.735 1.407 0.244 -0.1 0.0 0.1
Cl -0.704 3.396 -1.482 0.1 -0.1 0.0
C -1.823 4.136 -0.372 0.0 0.0 0.0
C -1.422 5.283 0.298 0.0 0.0 0.0
C -2.290 5.866 1.197 0.0 0.0 0.0
C -3.547 5.315 1.430 0.0 0.0 0.0
C -3.932 4.170 0.765 0.0 0.0 0.0
Cl -5.514 3.543 1.036 0.0 0.0 0.0
C -3.074 3.532 -0.160 0.0 0.0 -0.1
S -3.541 2.054 -1.003 0.1 0.1 0.1
H -0.441 5.697 0.113 0.0 0.0 0.0
H -1.994 6.762 1.725 0.0 0.0 0.0
H -4.233 5.779 2.124 0.0 0.0 0.0
O -4.355 -3.116 5.278 0.0 0.0 0.0
C -3.653 -2.266 4.839 0.0 0.0 0.0
O -2.616 -1.555 5.211 0.0 0.0 0.0
C -3.298 -1.375 3.739 0.0 0.0 -0.1
C -3.933 -0.080 3.534 0.0 0.0 0.0
C -3.574 0.705 2.507 0.0 0.0 0.0
N -2.631 0.329 1.570 0.0 -0.1 0.0
C -2.112 -0.950 1.682 0.0 0.0 0.0
C -2.414 -1.808 2.664 0.0 0.0 0.0
C -1.193 -1.275 0.559 0.0 -0.2 0.0
O -0.633 -2.320 0.378 0.0 0.0 -0.1
O -1.043 -0.211 -0.263 0.0 -0.1 -0.1
H -4.700 0.248 4.220 0.0 0.0 0.0
H -4.039 1.669 2.350 0.0 0.0 0.0
H -1.995 -2.805 2.658 0.0 0.0 0.0
N 2.616 -4.528 -0.511 0.1 -0.3 0.0
C 1.344 -4.240 -1.257 0.0 0.0 0.0
C 1.558 -3.068 -2.210 0.1 0.1 0.0
N 0.344 -2.575 -2.811 -0.1 0.0 -0.1
H 2.484 -5.264 0.182 0.0 0.0 0.0
H 2.963 -3.677 -0.011 -0.1 0.3 0.0
H 3.363 -4.822 -1.141 0.0 0.0 0.0
H 0.592 -3.988 -0.515 0.0 0.0 0.0
H 1.054 -5.154 -1.775 0.0 0.0 0.0
H 2.252 -3.348 -3.008 0.0 0.0 0.0
H 2.042 -2.257 -1.655 -0.1 -0.1 0.0
H -0.359 -2.350 -2.118 0.0 0.0 0.1
H -0.049 -3.217 -3.485 0.0 0.0 0.0
S 3.807 -1.864 0.750 0.0 0.0 0.1
C 2.709 -0.592 0.714 0.1 0.0 0.0
S 1.708 -0.133 2.045 0.0 0.0 0.1
C 1.102 1.210 1.126 0.0 0.0 0.0
N 1.604 1.297 -0.059 0.0 0.1 0.0
N 2.500 0.288 -0.279 0.0 0.1 0.0
C 3.174 0.302 -1.552 0.0 0.0 0.0
C 4.553 0.421 -1.592 0.0 0.0 0.0
C 5.181 0.460 -2.827 0.0 0.0 0.0
C 4.432 0.385 -3.994 0.0 0.0 0.0
C 3.050 0.270 -3.932 0.0 0.0 0.0
C 2.409 0.230 -2.703 0.0 0.0 0.0
S -0.104 2.303 1.769 -0.1 0.1 -0.1
H 5.122 0.480 -0.675 0.0 0.0 0.0
H 6.257 0.555 -2.876 0.0 0.0 0.0
H 4.928 0.418 -4.955 0.0 0.0 0.0
H 2.466 0.209 -4.840 0.0 0.0 0.0
H 1.335 0.120 -2.644 0.0 0.0 0.0
```
Forces are in eV/Å.


(2)
Molecular formula: C4H12N2O2
Method: DFT, wB97M-V/def2-TZVPD

Calculated values
Energy relative to the best compared isomer or geometry (same formula, charge and spin), kcal/mol: 93.3
Total energy, hartree: -419.4999
Largest force on an atom, eV/A: 1.61
Orbital gap, eV: 9.67
Structure (SMILES): CN(C)O.NCC=O
HOMO, hartree: -0.328
Charge: 0

```
20
Properties=species:S:1:pos:R:3:forces:R:3
C 0.270 -1.413 -1.411 -0.2 -0.3 0.2
N -0.621 -0.495 -2.105 0.0 0.1 -0.3
C 1.260 -0.723 -0.486 0.8 -0.3 -0.6
O 1.878 -1.321 0.375 -0.1 -0.1 0.0
H -0.869 -0.853 -3.021 0.1 0.1 0.1
H -0.173 0.406 -2.226 0.0 0.1 -0.1
H 1.650 0.223 -0.920 0.0 0.0 0.1
H -0.326 -2.132 -0.841 0.2 0.0 0.0
H 0.914 -1.987 -2.099 -0.1 0.1 0.2
C 0.637 0.732 1.926 0.2 0.2 0.0
C -1.402 0.169 0.771 -0.3 0.2 -0.2
N -0.021 0.586 0.646 -0.6 1.5 -0.3
O 0.047 1.839 -0.098 0.0 -0.8 0.4
H -0.459 2.537 0.356 0.0 -0.5 0.2
H 0.798 -0.260 2.340 0.0 -0.1 0.0
H 0.048 1.335 2.629 0.0 0.0 -0.1
H 1.609 1.191 1.767 0.0 0.0 0.0
H -1.828 0.085 -0.227 0.0 -0.1 0.1
H -1.989 0.882 1.367 0.0 0.0 0.1
H -1.422 -0.802 1.259 0.0 -0.1 0.1
```
Forces are in eV/Å.


(3)
Molecular formula: C40H39AsF5IN5O7RbS3
Method: DFT, wB97M-V/def2-TZVPD

Calculated values
Energy relative to the best compared isomer or geometry (same formula, charge and spin), kcal/mol: 46.3
Total energy, hartree: -6599.7503
Largest force on an atom, eV/A: 2.74
Orbital gap, eV: 5.78
HOMO, hartree: -0.088
Charge: -2

```
102
Properties=species:S:1:pos:R:3:forces:R:3
Rb 1.341 0.915 0.148 -1.8 -1.5 -0.5
C -0.858 1.551 5.093 0.1 0.0 0.0
C 0.121 0.439 4.819 -0.1 0.0 0.0
C 1.122 0.152 5.732 0.0 0.0 0.0
C 2.068 -0.829 5.465 -0.1 0.0 0.0
C 2.021 -1.503 4.261 0.1 0.0 0.0
C 1.029 -1.247 3.315 0.0 0.1 -0.1
C 1.116 -1.954 1.983 0.0 0.1 0.2
C 0.052 -0.293 3.620 0.2 -0.1 0.2
N -1.006 0.058 2.743 -0.2 0.3 -0.4
C -1.958 -0.746 2.512 0.1 -0.3 0.2
C -2.085 -2.140 3.054 0.0 -0.2 -0.1
C -3.185 -0.296 1.757 -0.2 0.4 0.2
C -4.215 0.357 2.653 0.1 0.0 0.0
N -3.340 -0.510 0.525 0.3 -0.2 -0.1
C -4.547 -0.213 -0.138 -0.2 0.0 0.0
C -5.506 -1.229 -0.268 0.1 0.0 0.0
C -5.281 -2.563 0.392 0.1 0.0 -0.1
C -6.653 -0.972 -1.010 0.0 0.0 0.0
C -6.859 0.261 -1.615 0.1 0.0 0.1
C -5.909 1.260 -1.459 -0.1 0.0 0.0
C -4.752 1.044 -0.719 0.1 0.0 0.0
C -3.716 2.116 -0.544 0.0 0.0 0.0
H -0.849 1.815 6.152 0.0 0.0 0.0
H -1.873 1.284 4.804 0.0 0.0 0.0
H -0.575 2.440 4.520 0.0 0.0 0.0
H 1.166 0.715 6.658 0.0 0.0 0.0
H 2.849 -1.042 6.184 0.0 0.0 0.0
H 2.779 -2.244 4.028 0.0 0.0 0.0
H 1.025 -3.035 2.106 -0.1 0.0 -0.1
H 2.095 -1.749 1.544 0.0 0.0 -0.1
H 0.346 -1.634 1.287 -0.1 -0.1 -0.1
H -1.385 -2.324 3.869 -0.1 0.0 0.0
H -1.878 -2.849 2.239 0.0 0.0 0.0
H -3.109 -2.335 3.391 0.1 0.0 0.0
H -3.854 1.351 2.933 0.0 0.0 0.0
H -4.345 -0.215 3.574 0.0 0.0 0.0
H -5.171 0.454 2.140 0.0 0.0 0.0
H -5.265 -2.467 1.483 0.0 0.0 0.0
H -4.318 -2.991 0.100 0.0 0.0 0.0
H -6.071 -3.265 0.123 0.0 0.0 0.0
H -7.394 -1.758 -1.119 0.0 0.0 0.0
H -7.753 0.441 -2.200 0.0 0.0 0.0
H -6.063 2.232 -1.918 0.0 0.0 0.0
H -4.003 3.032 -1.060 0.0 0.0 0.0
H -2.753 1.785 -0.935 0.1 0.0 0.0
H -3.557 2.353 0.512 0.0 0.0 -0.1
O 5.782 1.807 -1.280 -0.2 0.3 0.2
As 4.326 1.836 -0.169 1.3 -0.5 -1.4
O 3.300 2.761 -1.067 -0.1 0.3 0.2
O 3.883 0.258 -0.044 0.4 -0.5 0.3
C 5.341 2.346 1.426 -0.2 0.1 0.3
C 6.686 2.006 1.497 -0.2 0.1 0.0
C 7.397 2.264 2.664 0.0 0.0 0.1
C 6.779 2.860 3.757 0.1 -0.1 -0.1
C 5.433 3.193 3.700 -0.1 0.0 0.0
C 4.727 2.920 2.542 0.2 -0.2 -0.3
S 3.033 3.369 2.298 -0.2 0.4 0.8
O 3.165 4.426 1.301 -0.2 0.1 0.0
O 2.462 3.846 3.547 0.2 -0.2 0.1
O 2.427 2.129 1.795 1.2 1.8 1.7
H 5.556 2.506 -1.910 0.1 -0.1 0.0
H 7.158 1.552 0.637 0.0 0.0 0.0
H 8.446 1.991 2.725 0.0 0.0 0.0
H 7.350 3.062 4.655 0.0 0.0 0.0
H 4.915 3.655 4.532 0.0 0.0 0.0
N 2.154 7.027 1.526 -0.2 -0.1 -0.3
C 1.157 7.074 0.651 -0.2 0.2 0.0
S 0.534 8.483 0.017 0.1 -0.1 0.0
C 0.605 5.735 0.288 0.1 -0.1 0.1
C 0.592 5.316 -1.034 -0.1 0.1 0.1
C 0.165 4.028 -1.304 -0.1 0.0 -0.1
N -0.247 3.177 -0.372 -0.3 0.3 -0.1
C -0.233 3.589 0.894 -0.3 0.1 0.1
C 0.185 4.852 1.278 0.0 0.1 -0.2
H 2.624 7.888 1.742 0.0 0.1 0.1
H 2.598 6.123 1.691 0.2 -0.2 0.1
H 0.921 5.981 -1.822 0.0 0.0 0.0
H 0.125 3.657 -2.324 0.1 0.0 0.0
H -0.593 2.867 1.628 0.2 0.1 0.0
H 0.219 5.133 2.321 0.0 0.0 0.0
N 1.035 -0.582 -4.313 0.0 0.0 0.1
C 1.546 -0.107 -3.152 -0.2 -0.1 -0.1
O 0.843 0.046 -2.166 0.1 -0.3 -1.1
C 3.000 0.313 -3.084 -0.1 0.0 0.0
I 4.293 -0.342 -4.653 0.0 0.0 -0.1
H 0.094 -0.937 -4.268 0.0 0.0 0.0
H 1.625 -0.842 -5.081 0.1 0.0 0.0
H 3.445 -0.028 -2.148 0.0 -0.1 0.0
H 3.057 1.400 -3.066 0.0 0.0 0.0
F 0.554 -9.326 -0.230 0.1 -0.2 0.0
C 0.137 -8.047 -0.284 0.0 0.0 0.0
C -0.236 -7.376 0.860 0.0 0.1 0.0
F -0.163 -8.010 2.043 0.0 -0.1 0.2
C -0.679 -6.072 0.790 0.0 0.0 -0.2
F -1.018 -5.484 1.948 -0.1 0.0 0.2
C -0.801 -5.352 -0.410 0.1 -0.2 0.0
S -1.411 -3.748 -0.484 -0.1 0.2 0.0
C -0.385 -6.075 -1.542 0.0 0.0 0.2
F -0.428 -5.501 -2.748 0.0 0.1 -0.3
C 0.064 -7.379 -1.488 0.0 0.1 0.0
F 0.434 -8.021 -2.610 0.0 -0.1 -0.2
```
Forces are in eV/Å.